DFT (wB97M-V/def2-TZVPD) results for the molecule C4H5NO2.

Spin multiplicity: 1
LUMO (eV): 0.82
Net charge: 0
Orbital gap (Eh): 0.31564
E (eV): -9813.190
Relative energy (zero: lowest compared OMol25 entry of this formula, charge and spin) (kcal per mole): 25.9

Structure (XYZ):
```
12
Properties=species:S:1:pos:R:3:mulliken_charge:R:1
N -2.20 -0.30 -0.57 -0.520
C -0.90 0.00 -0.20 0.225
C 0.21 -0.77 -0.02 -0.436
C 1.27 0.16 0.24 0.716
O 2.58 -0.12 0.50 -0.537
C 0.73 1.40 0.22 -0.673
O -0.62 1.30 -0.05 -0.374
H -2.90 0.09 0.06 0.244
H -2.35 -1.30 -0.68 0.241
H 0.25 -1.86 -0.01 0.346
H 2.79 -0.98 0.12 0.314
H 1.13 2.39 0.39 0.454
```



DFT (wB97M-V/def2-TZVPD) results for a structure of composition C5H6INO2S.

Spin multiplicity: 1
LUMO (eV): -0.45
Net charge: 0
Orbital gap (Eh): 0.32883
E (eV): -29800.974
Relative energy (zero: lowest compared OMol25 entry of this formula, charge and spin) (kcal per mole): 11.4

Structure (XYZ):
```
16
Properties=species:S:1:pos:R:3:mulliken_charge:R:1
C -0.13 0.59 0.08 0.170
C -0.22 -0.70 -0.21 0.666
C 1.18 1.14 0.37 0.687
C -1.19 1.65 0.12 -1.561
C -1.29 -1.60 -0.52 -1.485
N 2.10 0.12 0.12 -0.372
O 1.46 2.25 0.65 -0.541
O 1.54 -2.21 1.04 -0.546
S 1.48 -1.44 -0.18 0.450
I 4.11 0.19 -0.10 0.210
H -2.02 1.27 0.55 0.459
H -1.30 1.92 -0.93 0.320
H -0.78 2.48 0.57 0.407
H -1.99 -1.28 -1.25 0.373
H -2.03 -1.82 0.26 0.336
H -0.91 -2.56 -0.57 0.426
```



DFT (wB97M-V/def2-TZVPD) results for a structure of composition C4H8AgBrNO3.

Spin multiplicity: 2
LUMO (spin up / spin down) (eV): -10.31 / -11.67
Net charge: +2
Orbital gap (spin up / spin down) (Eh): 0.29175 / 0.24108
E (eV): -85928.963

Structure (XYZ):
```
18
Properties=species:S:1:pos:R:3:lowdin_spin:R:1
C 1.81 -0.11 -0.60 0.000
N 0.95 0.17 0.60 0.002
C -0.24 0.95 0.27 0.003
C -1.38 0.03 -0.29 0.015
O -2.02 0.55 -1.35 0.000
Br -2.72 -0.51 1.17 0.636
O -0.93 -1.20 -0.74 0.016
C -0.72 -2.14 0.24 0.035
O -1.65 -2.69 0.78 0.276
H 2.76 0.45 -0.55 0.000
H 1.29 0.17 -1.52 0.000
H 2.05 -1.18 -0.65 0.000
H 1.54 0.67 1.26 0.000
H -0.61 1.44 1.19 0.003
H -0.05 1.73 -0.49 0.000
H -2.50 1.37 -1.17 0.002
H 0.30 -2.35 0.58 0.013
Ag 2.11 2.63 1.26 0.000
```



DFT (wB97M-V/def2-TZVPD) results for the ion C5H9N4O2S with charge +1.

Spin multiplicity: 1
LUMO (eV): -5.06
Net charge: +1
Orbital gap (Eh): 0.27629
E (eV): -26210.468
Relative energy (zero: lowest compared OMol25 entry of this formula, charge and spin) (kcal per mole): 99.4

Structure (XYZ):
```
21
Properties=species:S:1:pos:R:3:mulliken_charge:R:1
C -0.50 -1.17 2.18 -0.692
S -0.71 -2.01 0.63 -0.038
C 0.38 -0.59 -0.60 0.308
N 0.74 -1.23 -1.79 -0.645
N 1.53 -0.04 0.16 -0.014
C 1.64 1.22 0.50 -0.065
N 0.67 2.08 0.27 0.009
C -0.52 1.71 -0.34 -0.684
C -0.66 0.42 -0.71 0.050
N -1.81 -0.03 -1.50 1.116
O -2.85 0.42 -1.16 -0.558
O -1.76 -0.81 -2.41 -0.633
H 0.56 -0.94 2.27 0.213
H -0.95 -1.63 3.03 0.408
H -0.99 -0.17 2.15 0.229
H 1.20 -2.14 -1.72 0.285
H -0.14 -1.28 -2.30 0.314
H 2.25 -0.78 0.29 0.280
H 2.46 1.53 1.04 0.467
H 0.82 3.02 0.47 0.213
H -1.34 2.43 -0.47 0.437
```



DFT (wB97M-V/def2-TZVPD) results for a cluster of 10 separate species, C14H48N12O14 in total.

Spin multiplicity: 1
LUMO (eV): -0.11
Net charge: 0
Orbital gap (Eh): 0.33844
E (eV): -61846.792
Relative energy (zero: lowest compared OMol25 entry of this formula, charge and spin) (kcal per mole): 16.4

Structure (XYZ):
```
88
Properties=species:S:1:pos:R:3:mulliken_charge:R:1
N 1.82 4.16 1.59 -0.509
C 0.72 3.34 1.49 0.539
N 0.59 2.55 2.57 -0.128
O -0.02 3.38 0.51 -0.746
H 2.32 4.23 2.45 0.148
H 2.13 4.59 0.73 0.251
H 1.33 2.43 3.23 0.271
H -0.31 2.10 2.68 0.105
N 0.87 -2.43 -2.79 -0.024
C 0.21 -2.18 -3.97 0.541
N -0.78 -1.27 -3.73 -0.178
O 0.49 -2.54 -5.10 -0.699
H 0.41 -2.21 -1.93 -0.242
H 1.73 -2.94 -2.75 0.137
H -1.30 -0.99 -4.54 0.189
H -0.92 -0.95 -2.79 0.101
N 4.36 -1.82 -1.12 -0.086
C 5.70 -2.07 -1.32 0.616
N 6.08 -3.36 -1.10 -0.412
O 6.42 -1.19 -1.78 -0.645
H 3.77 -2.52 -0.71 0.206
H 4.00 -0.91 -1.36 -0.082
H 7.03 -3.59 -0.87 0.242
H 5.36 -4.03 -0.97 0.162
N -4.65 -0.89 2.03 -0.419
C -4.27 -0.63 0.74 0.510
N -5.25 -0.84 -0.18 -0.435
O -3.11 -0.36 0.43 -0.836
H -5.51 -1.38 2.18 0.164
H -3.98 -0.71 2.75 0.197
H -6.22 -0.80 0.07 0.178
H -4.88 -0.80 -1.12 0.270
N 5.07 1.53 -3.18 -0.274
C 4.80 2.70 -2.55 0.509
N 4.28 2.59 -1.30 -0.231
O 4.86 3.79 -3.12 -0.696
H 5.30 1.48 -4.15 0.180
H 5.11 0.72 -2.59 0.212
H 3.90 1.81 -0.81 0.160
H 4.10 3.51 -0.94 0.161
N 3.15 -0.08 2.74 -0.433
C 2.64 -1.36 2.83 0.678
N 3.34 -2.33 2.22 -0.395
O 1.62 -1.58 3.48 -0.661
H 2.55 0.69 2.93 0.142
H 3.91 -0.07 2.07 0.197
H 4.23 -2.15 1.79 0.185
H 2.98 -3.25 2.43 0.223
O -2.87 0.89 5.15 -0.587
C -2.77 2.19 4.62 -0.689
C -3.12 2.25 3.13 -0.437
O -2.16 1.59 2.36 -0.012
H -2.36 0.31 4.58 0.343
H -3.41 2.90 5.13 0.396
H -1.72 2.51 4.70 0.296
H -3.10 3.33 2.93 0.294
H -4.16 1.92 3.03 0.374
H -2.43 1.60 1.42 -0.091
O 2.11 0.31 -1.58 -0.545
C 1.40 0.52 -0.37 0.482
C 0.36 -0.51 0.08 -0.635
O -0.79 -0.59 -0.71 0.082
H 1.61 -0.27 -2.17 0.194
H 2.09 0.76 0.44 0.134
H 0.84 1.45 -0.50 -0.012
H 0.10 -0.20 1.09 0.336
H 0.87 -1.49 0.14 0.256
H -1.58 -0.30 -0.19 0.177
O -5.27 2.33 -1.00 -0.606
C -4.29 3.32 -1.33 -0.544
C -3.34 3.38 -0.15 -0.306
O -2.38 2.31 -0.11 -0.209
H -4.85 1.48 -0.86 0.325
H -3.72 3.04 -2.21 0.266
H -4.72 4.31 -1.45 0.405
H -3.90 3.43 0.78 0.112
H -2.70 4.27 -0.16 0.360
H -1.48 2.70 -0.12 0.438
O -3.09 -4.14 -0.17 -0.566
C -1.89 -3.71 -0.75 -0.030
C -1.27 -4.79 -1.63 -0.352
O -2.05 -4.94 -2.80 -0.569
H -3.80 -3.75 -0.70 0.377
H -1.94 -2.78 -1.32 0.187
H -1.09 -3.47 -0.04 0.100
H -1.31 -5.71 -1.03 0.340
H -0.25 -4.48 -1.86 0.271
H -1.55 -5.32 -3.52 0.309
```



DFT (wB97M-V/def2-TZVPD) results for a cluster of 15 separate species, C44H69BBrN17O6S in total.

Spin multiplicity: 1
LUMO (eV): -0.17
Net charge: 0
Orbital gap (Eh): 0.31800
E (eV): -165909.533

Structure (XYZ):
```
139
Properties=species:S:1:pos:R:3:mulliken_charge:R:1
C -3.71 2.48 0.05 -0.908
C -3.04 1.25 -0.73 0.185
O -3.26 0.00 0.00 -0.592
B -2.39 -1.00 -0.53 0.903
O -2.97 -1.89 -1.48 -0.680
C -0.84 -1.05 -0.10 -0.194
Br 0.31 -0.13 -1.50 -0.021
O -0.39 -0.40 1.10 -0.112
C 1.02 -0.72 1.09 0.035
O 1.83 -0.03 1.63 -0.489
O 1.25 -1.88 0.32 -0.226
C -0.11 -2.44 0.13 1.094
C -0.31 -3.21 1.50 -0.629
C 0.99 -4.11 1.81 -0.902
C 1.89 -3.51 2.98 -0.404
C 3.34 -3.03 2.51 -0.288
C 3.84 -1.99 3.62 -0.188
C 4.66 -0.76 3.05 -0.829
C 4.29 0.62 3.71 -0.579
S 4.64 0.70 5.53 -0.177
C 2.97 0.91 6.26 0.456
N 2.07 1.86 5.86 -0.358
N 0.93 1.67 6.62 -0.363
C 1.20 0.62 7.43 -0.007
O 2.49 0.09 7.26 -0.175
C -0.01 -3.41 -1.13 -1.658
N -0.94 -4.54 -0.98 -0.159
C -0.66 -5.61 -1.96 -0.898
H -2.98 3.34 0.05 0.332
H -3.95 2.24 1.12 -0.097
H -4.61 2.79 -0.55 0.419
H -3.39 1.19 -1.80 0.148
H -1.94 1.51 -0.77 0.043
H -3.07 -1.35 -2.30 0.275
H -0.47 -2.54 2.39 0.424
H -1.20 -3.91 1.47 0.559
H 0.57 -5.09 2.21 0.298
H 1.57 -4.38 0.89 0.431
H 2.04 -4.34 3.75 0.499
H 1.32 -2.70 3.50 0.143
H 3.98 -3.97 2.51 -0.004
H 3.37 -2.64 1.46 0.238
H 2.96 -1.60 4.21 -0.052
H 4.53 -2.56 4.31 0.595
H 5.76 -0.95 3.23 0.370
H 4.47 -0.65 1.94 0.318
H 3.22 0.93 3.56 0.215
H 4.92 1.43 3.23 0.448
H 0.52 0.14 8.17 0.380
H 1.07 -3.74 -1.16 0.617
H -0.25 -2.88 -2.10 0.350
H -1.92 -4.23 -1.04 0.251
H -1.34 -6.49 -1.76 0.325
H -0.82 -5.22 -3.02 0.291
H 0.41 -5.99 -1.88 0.282
C 1.79 -3.32 8.38 -0.754
C 1.88 -3.82 6.98 0.370
N 1.95 -4.21 5.90 -0.459
H 2.38 -2.41 8.48 0.135
H 0.75 -3.10 8.63 0.268
H 2.18 -4.07 9.07 0.374
C -5.23 5.05 2.74 -0.238
C -5.75 4.66 1.41 0.384
N -6.16 4.36 0.37 -0.478
H -4.84 4.17 3.25 -0.272
H -4.43 5.78 2.63 0.273
H -6.03 5.48 3.34 0.335
C -0.13 1.70 -4.77 -0.486
C -1.63 1.76 -4.53 0.259
N -2.77 1.80 -4.36 -0.630
H 0.39 2.05 -3.88 0.232
H 0.16 0.68 -4.97 0.345
H 0.12 2.32 -5.60 0.416
C -3.73 1.37 4.67 0.082
C -3.81 2.74 5.23 0.140
N -3.87 3.81 5.66 -0.460
H -4.41 0.70 5.21 0.183
H -4.01 1.38 3.62 0.026
H -2.71 0.98 4.76 0.007
C 4.27 1.49 -6.00 -1.109
C 2.80 1.54 -5.81 0.469
N 1.65 1.59 -5.66 -0.376
H 4.77 1.86 -5.11 0.295
H 4.59 0.46 -6.18 0.355
H 4.55 2.11 -6.85 0.307
C 2.64 5.62 -4.62 -0.504
C 3.76 5.01 -5.38 0.393
N 4.63 4.53 -5.97 -0.491
H 1.95 4.84 -4.29 0.106
H 3.02 6.15 -3.75 0.304
H 2.11 6.33 -5.26 0.196
C -1.98 -1.78 6.12 -0.462
C -3.44 -1.76 6.37 0.348
N -4.58 -1.74 6.56 -0.530
H -1.45 -1.48 7.03 0.208
H -1.67 -2.78 5.83 0.331
H -1.73 -1.08 5.32 0.116
C 5.71 -7.01 3.19 -0.928
C 5.65 -5.59 3.63 0.460
N 5.60 -4.49 3.96 -0.402
H 4.97 -7.59 3.74 0.273
H 5.50 -7.08 2.12 0.284
H 6.70 -7.41 3.39 0.325
C -3.74 1.39 -8.08 -0.710
C -2.65 0.78 -8.88 0.396
N -1.81 0.30 -9.50 -0.463
H -4.45 0.62 -7.76 0.283
H -3.33 1.88 -7.20 0.202
H -4.27 2.13 -8.68 0.276
C -5.09 -2.96 2.59 -1.029
C -3.74 -2.64 3.13 0.337
N -2.70 -2.38 3.54 -0.189
H -5.19 -2.57 1.58 0.277
H -5.23 -4.04 2.57 0.342
H -5.85 -2.52 3.23 0.326
C 1.61 0.93 11.65 -0.865
C 1.56 -0.50 11.26 0.415
N 1.53 -1.61 10.96 -0.412
H 1.43 1.03 12.72 0.339
H 2.59 1.35 11.41 0.274
H 0.85 1.49 11.10 0.272
C 3.44 6.77 -8.89 -0.750
C 2.67 7.80 -8.16 0.367
N 2.06 8.61 -7.59 -0.449
H 3.72 7.14 -9.87 0.322
H 4.34 6.51 -8.33 0.271
H 2.83 5.87 -9.00 0.243
C -3.47 -1.53 -11.50 -0.635
C -3.61 -2.48 -12.63 0.154
N -3.72 -3.23 -13.50 -0.358
H -2.44 -1.18 -11.44 0.292
H -4.13 -0.68 -11.65 0.266
H -3.73 -2.02 -10.56 0.272
C -1.01 6.20 -9.17 -0.867
C -0.74 5.26 -8.06 0.398
N -0.53 4.52 -7.19 -0.414
H -0.38 5.95 -10.03 0.267
H -2.05 6.14 -9.46 0.318
H -0.79 7.22 -8.85 0.276
```



Number 1: molecular weight 99.1 g mol⁻¹. Number 2: molecular weight 271.1 g mol⁻¹. Number 3: molecular weight 305.9 g mol⁻¹. Number 4: molecular weight 189.2 g mol⁻¹. Number 5: molecular weight 608.6 g mol⁻¹. Number 6: molecular weight 1054.9 g mol⁻¹.